No. 1
76
Properties=species:S:1:pos:R:3:forces:R:3:mulliken_charge:R:1 method="wB97M-V/def2-TZVPD" total_charge=+2 max_force_ev_per_a=1.82 spin_multiplicity=1 total_energy_ha=-3162.293813 homo_ev="-11.7 / -11.8" orbital_gap_ev="2.70 / 2.85" e_above_lowest_kj_mol=267.5
Pd -0.443288 -0.054282 -0.546355 -1.423 0.715 -0.030 -0.147
I -6.368534 -3.768250 1.277566 -0.168 -0.058 0.014 0.203
C -4.409589 -3.157580 1.189355 0.314 0.193 0.007 -0.428
C -3.400914 -4.093435 0.904202 -0.567 0.353 0.081 -0.403
C -2.104044 -3.665474 0.825267 0.449 0.763 0.039 -0.242
I -0.593250 -4.990462 0.324294 0.002 0.119 0.011 0.112
C -1.747668 -2.270534 1.032044 -1.413 -0.772 0.464 -0.226
O -0.572754 -1.867588 0.936538 1.796 0.261 -0.166 0.259
C -2.820650 -1.341384 1.329831 0.641 -0.206 -0.063 0.721
C -2.484909 0.095693 1.626577 -0.085 -0.318 -0.061 -1.250
N -2.150599 0.907274 0.417078 0.616 -0.556 -0.084 -0.279
C -3.251438 1.051457 -0.546499 -0.069 0.025 -0.117 -0.873
C -3.245455 -0.041261 -1.575051 -0.045 0.089 0.163 0.750
C -4.374232 -0.326868 -2.324415 -0.089 -0.078 -0.047 -1.097
C -4.314285 -1.320878 -3.284325 -0.073 0.022 -0.013 -0.412
C -3.124933 -2.014211 -3.468337 -0.070 0.004 -0.028 -1.154
C -2.041676 -1.675167 -2.690886 -0.066 0.051 0.135 -0.524
N -2.097944 -0.700156 -1.766016 1.280 -0.056 0.081 0.458
C -4.101725 -1.792714 1.408109 -0.605 -0.672 -0.083 -0.292
H -3.647971 -5.134147 0.739476 -0.053 0.047 0.014 0.435
H -1.613376 0.132416 2.276819 0.125 0.085 0.034 0.129
H -3.330776 0.544498 2.148845 -0.029 0.158 -0.020 0.617
H -1.867758 1.826364 0.740043 0.046 0.061 -0.018 0.196
H -3.133185 2.003686 -1.064142 0.044 0.082 0.001 0.562
H -4.217465 1.076625 -0.037344 -0.016 0.012 0.033 0.421
H -5.288296 0.229928 -2.153699 0.063 -0.054 0.014 0.534
H -5.187399 -1.557885 -3.879670 0.044 0.014 0.019 0.455
H -3.040794 -2.797661 -4.209329 0.021 0.010 0.065 0.491
H -1.101211 -2.192622 -2.789668 0.024 -0.015 0.000 0.714
H -4.903438 -1.103748 1.652291 -0.019 -0.073 -0.008 0.476
C 1.354511 -1.661967 -3.771722 -0.124 -0.101 -0.006 -1.503
Sb 1.595659 -1.180231 -1.712773 -0.053 0.444 -0.077 0.659
C 3.089646 0.310480 -1.924678 -0.024 -0.085 -0.017 -1.100
C 2.712924 -2.937189 -1.069497 -0.041 0.179 -0.037 -1.285
C 4.160508 -2.587414 -0.979939 -0.206 -0.270 -0.189 0.871
C 4.947805 -2.594870 -2.128939 -0.095 -0.052 -0.062 -0.588
C 6.271731 -2.188975 -2.097315 -0.049 -0.006 -0.036 -0.585
C 6.832657 -1.760309 -0.899543 0.051 0.047 0.102 -0.793
C 6.070076 -1.768013 0.252056 0.143 0.047 0.125 -0.684
C 4.736705 -2.199585 0.240738 0.040 0.002 0.364 1.013
C 3.993348 -2.270332 1.502143 -0.365 -0.036 -0.555 -1.905
Sb 2.430310 -0.557727 1.699660 0.110 0.376 0.581 1.197
C 2.014514 -0.821893 3.766167 -0.233 -0.067 -0.155 -1.298
C 3.863941 1.014013 1.790657 -0.133 0.016 -0.110 -1.581
H 2.326736 -1.551858 -4.252677 -0.029 -0.023 0.045 0.518
H 0.642398 -0.981863 -4.236132 0.034 0.014 0.022 0.433
H 1.005710 -2.688955 -3.884409 0.031 0.048 -0.001 0.495
H 3.920233 -0.097129 -2.497542 0.026 0.049 0.023 0.504
H 3.444623 0.651101 -0.954489 0.044 0.021 -0.024 0.159
H 2.641673 1.147842 -2.459208 0.005 0.012 0.027 0.496
H 2.505349 -3.658818 -1.860448 0.043 -0.013 0.067 0.752
H 2.259889 -3.275860 -0.143620 -0.011 -0.103 -0.021 0.261
H 4.510898 -2.935709 -3.063560 0.042 0.035 0.048 0.393
H 6.866782 -2.204465 -3.001569 -0.025 -0.019 0.028 0.449
H 7.866669 -1.441590 -0.866057 -0.047 -0.019 0.019 0.430
H 6.521068 -1.482499 1.197846 -0.017 0.009 -0.076 0.462
H 4.588745 -2.052219 2.391864 -0.119 0.102 -0.039 0.738
H 3.344387 -3.133079 1.641144 0.107 0.008 -0.005 0.608
H 2.971731 -1.051681 4.240699 -0.026 0.036 -0.048 0.488
H 1.324546 -1.653247 3.898926 0.033 0.042 0.011 0.369
H 1.602473 0.090949 4.185136 -0.006 -0.033 -0.003 0.365
H 3.846050 1.452541 2.787491 -0.013 -0.036 -0.047 0.507
H 3.642291 1.782802 1.050535 0.065 0.013 0.058 0.386
H 4.845747 0.584323 1.586253 -0.063 0.051 -0.043 0.665
F 0.742537 6.435896 1.392421 0.005 -0.101 -0.009 -0.276
C 0.764375 5.118715 1.274324 -0.014 0.406 -0.015 0.698
C 1.130842 4.327927 2.344726 0.124 0.035 0.319 0.029
F 1.461159 4.888513 3.499107 -0.007 -0.091 -0.074 -0.271
C 1.143889 2.954965 2.213804 -0.096 -0.279 0.063 -0.040
F 1.498263 2.206350 3.267461 -0.032 0.006 0.080 -0.348
C 0.787326 2.304755 1.031040 0.286 0.062 0.078 0.327
O 0.770890 0.953250 0.955014 0.022 -0.734 -0.315 0.502
C 0.446787 3.141021 -0.029135 0.080 -0.129 -0.145 -0.157
F 0.128372 2.601938 -1.213401 -0.069 -0.071 -0.280 -0.430
C 0.422648 4.518678 0.080632 -0.081 0.046 -0.088 0.139
F 0.067992 5.257242 -0.960291 0.013 -0.043 -0.022 -0.276


No. 2
14
Properties=species:S:1:pos:R:3:forces:R:3:mulliken_charge:R:1 method="wB97M-V/def2-TZVPD" max_force_ev_per_a=4.93 spin_multiplicity=1 smiles="FCCSC(=S)CF" total_energy_ha=-1152.023711 homo_ev=-9.0 orbital_gap_ev=8.75 e_above_lowest_kj_mol=193.7
F -0.870508 -2.922092 2.268779 0.155 1.328 -1.628 -0.278
C -1.238452 -2.426590 0.995811 -2.220 0.421 -1.514 -0.269
C -0.329059 -1.603586 0.059398 3.322 1.565 3.291 -0.617
S -0.416869 0.268997 0.420069 -0.987 -2.339 0.624 -0.020
C 0.521017 0.938571 -0.814511 -0.458 2.312 2.913 0.202
S 1.368407 0.191226 -1.908950 1.038 -0.459 -1.799 -0.284
C 0.652752 2.466662 -0.377522 -0.919 1.190 -3.213 -0.243
F -0.412074 2.848266 0.559515 2.507 -0.634 -1.303 -0.294
H -1.331087 -3.282125 0.304265 -0.603 -0.284 0.963 0.237
H -2.272171 -1.838536 1.033222 2.036 -1.531 0.435 0.240
H 0.824850 -1.876469 0.239717 -2.613 0.395 -0.871 0.375
H -0.662122 -1.678770 -0.947905 -0.046 -0.522 -0.743 0.424
H 1.764005 2.600390 -0.022849 -2.514 0.231 -0.250 0.275
H 0.357618 3.126035 -1.418046 1.303 -1.674 3.095 0.252


No. 3
147
Properties=species:S:1:pos:R:3:forces:R:3:mulliken_charge:R:1 method="wB97M-V/def2-TZVPD" total_charge=+1 max_force_ev_per_a=1.96 spin_multiplicity=1 total_energy_ha=-19557.132348 homo_ev=-11.0 orbital_gap_ev=7.54
C -5.561153 -0.498201 1.713218 -0.150 0.354 -0.029 -0.976
C -4.462832 -0.100814 0.701430 0.502 -0.816 0.854 0.610
C -3.036068 -0.599308 1.098760 -0.909 0.997 0.521 1.144
C -2.230171 0.565108 1.695663 0.043 -0.323 -0.111 1.312
C -2.878609 1.015448 3.025607 -0.013 -0.016 -0.809 -1.626
C -0.712519 0.312579 1.890719 -0.033 1.034 0.421 -0.871
C 0.332730 1.000329 0.963330 0.198 -1.267 1.094 1.259
C 0.618131 2.489718 1.196273 -0.571 -0.171 -0.457 -1.734
S -0.863171 3.527201 1.114897 -0.184 0.496 0.097 0.172
C -0.700697 4.505970 2.665844 0.510 -0.644 -0.286 -0.378
C -1.693459 5.646514 2.729207 0.370 -0.071 0.491 -1.214
C 1.555542 0.231997 1.470373 -0.397 0.971 -1.654 -0.096
N 2.811778 0.774942 1.226975 -0.209 -1.027 1.163 -0.370
C 3.427019 1.259468 2.175884 0.026 0.960 -0.098 0.646
S 4.071080 2.110799 3.298181 0.080 -0.516 -0.278 -0.241
N 1.273108 -0.877722 2.061946 0.965 1.017 0.489 0.961
C 2.271841 -1.816919 2.564146 0.495 -1.398 0.331 -0.641
O 2.181279 -2.089833 3.927071 -0.663 0.383 -0.439 -0.298
C 2.273781 -0.981881 4.818214 0.202 0.009 1.159 0.618
C 3.572065 -0.971608 5.619889 -0.240 0.153 -0.504 -1.489
C -0.178018 -1.095062 2.070743 -0.475 -1.204 -0.410 0.051
Cl -0.358849 -2.186116 0.598320 -0.035 0.335 -0.117 -0.266
B -0.785588 -1.984437 3.299303 0.348 -0.514 0.300 0.537
O -0.771095 -3.358028 3.210422 -0.027 0.303 -0.155 -0.371
O -1.235699 -1.336891 4.387954 0.397 0.023 0.002 -0.600
C -1.704566 -2.174320 5.468927 -0.549 0.269 0.146 0.037
H -6.138550 0.373398 2.023405 -0.048 0.020 -0.005 0.290
H -6.271947 -1.198292 1.275963 -0.032 -0.131 -0.001 0.200
H -5.171591 -0.958122 2.621357 -0.065 0.180 -0.102 0.265
H -4.437572 0.985947 0.647122 -0.065 0.070 -0.514 0.189
H -4.710179 -0.560051 -0.251687 0.359 0.578 0.448 -0.316
H -2.567578 -1.051890 0.235717 0.129 -0.090 0.080 0.628
H -3.201358 -1.323388 1.906195 0.693 0.478 -0.794 -2.623
H -2.350216 1.405288 1.017174 0.309 -0.029 -0.153 0.607
H -3.770441 1.590855 2.780454 -0.158 -0.093 0.178 0.150
H -2.222662 1.675190 3.590216 0.050 -0.051 0.123 0.388
H -3.148924 0.138172 3.605980 -0.011 0.116 0.324 0.201
H -0.478341 0.783912 2.858793 -0.065 -0.249 0.144 0.207
H 0.125745 0.679709 -0.062212 0.232 0.410 -0.226 -0.085
H 1.055072 2.601960 2.189118 0.081 0.154 0.006 0.521
H 1.310121 2.816806 0.422143 0.204 0.139 0.182 0.476
H -0.801789 3.801322 3.492020 -0.185 0.094 0.115 0.252
H 0.325440 4.873918 2.683559 -0.018 0.159 0.021 0.443
H -1.571790 6.130916 3.699747 -0.009 0.056 0.001 0.407
H -2.719967 5.297974 2.677270 -0.076 0.045 -0.243 0.244
H -1.459211 6.386820 1.968886 -0.293 -0.009 -0.167 0.311
H 2.091258 -2.767346 2.057645 -0.154 0.025 -0.015 0.198
H 3.286588 -1.520768 2.295405 -0.164 0.624 -0.244 0.044
H 2.145507 -0.007940 4.341787 -0.075 -0.091 -0.378 -0.190
H 1.447108 -1.076313 5.525047 -0.129 -0.099 -0.163 0.245
H 3.818477 -1.956359 6.007561 -0.072 -0.073 -0.003 0.350
H 4.391746 -0.607766 5.000634 0.177 -0.058 0.110 0.276
H 3.425602 -0.291983 6.458578 0.185 0.049 0.044 0.414
H -1.606395 -3.714987 2.866735 0.440 -0.003 0.124 0.125
H -0.935693 -2.858946 5.813760 0.089 -0.089 -0.167 0.473
H -2.020201 -1.551435 6.302655 0.228 0.225 -0.274 -0.313
H -2.579948 -2.718522 5.118648 0.236 -0.107 0.154 -0.002
C -5.228940 0.040349 -3.426794 -0.289 -0.053 0.005 0.531
Cl -6.006402 -0.593582 -1.961047 -0.602 -0.077 -0.800 -0.191
Cl -5.715729 1.703302 -3.755033 0.072 0.041 -0.032 -0.134
H -4.162573 0.012307 -3.286768 0.050 0.045 0.188 -0.494
H -5.516511 -0.579821 -4.267259 -0.076 -0.006 0.017 0.273
C 4.666636 2.632886 -1.666936 -0.017 -0.214 -0.022 0.002
Cl 4.704057 4.392239 -1.484696 -0.048 0.044 0.072 -0.034
Cl 6.115741 2.006215 -2.448993 -0.008 0.036 0.011 -0.107
H 4.590199 2.193660 -0.678574 0.057 0.014 0.009 -0.181
H 3.805293 2.360548 -2.266302 0.012 0.079 -0.054 0.329
C -8.222741 -3.595611 -1.706330 0.005 0.018 -0.110 0.075
Cl -8.085220 -4.941869 -2.837561 -0.002 -0.129 0.070 -0.135
Cl -8.415601 -4.160491 -0.037550 0.010 0.082 0.089 -0.185
H -7.323139 -2.997811 -1.771998 0.051 -0.048 0.037 -0.091
H -9.087288 -3.000149 -1.972853 -0.057 -0.058 0.038 0.342
C 5.035037 -3.841508 1.696838 -0.044 -0.030 -0.019 -0.091
Cl 3.922710 -4.437223 0.462955 -0.101 -0.090 0.064 -0.153
Cl 5.761257 -2.311041 1.184361 0.089 0.121 0.149 -0.141
H 4.489594 -3.677698 2.620405 -0.030 0.009 -0.020 0.060
H 5.817790 -4.574160 1.851473 0.055 0.035 -0.098 0.369
C 7.916225 -1.494299 -3.585337 -0.043 0.077 -0.077 -0.370
Cl 6.887522 -1.199683 -4.993162 0.028 0.031 -0.008 -0.171
Cl 6.960170 -1.820828 -2.132739 -0.219 0.044 -0.008 -0.055
H 8.544548 -2.350497 -3.786922 -0.042 -0.088 -0.014 0.260
H 8.523445 -0.614159 -3.408455 -0.049 0.027 0.024 0.310
C 4.980061 8.032874 -1.605354 0.036 -0.062 -0.051 0.317
Cl 4.626115 8.702632 -0.007152 0.003 -0.053 0.032 -0.168
Cl 4.754455 9.217541 -2.891867 -0.022 0.002 -0.032 -0.151
H 6.010911 7.698151 -1.617384 0.038 0.083 0.037 -0.043
H 4.307784 7.202052 -1.785332 -0.078 0.053 0.012 0.020
C 11.518153 -2.730229 -2.151091 0.103 -0.034 0.093 -0.382
Cl 9.908405 -2.862620 -1.421305 0.322 -0.031 0.076 -0.097
Cl 11.452298 -2.886981 -3.910957 0.008 0.003 0.049 -0.083
H 11.931226 -1.759688 -1.904082 -0.068 0.036 -0.023 0.297
H 12.146659 -3.518526 -1.754853 -0.051 -0.059 -0.032 0.304
C 7.266914 3.540333 1.842037 -0.021 0.107 -0.077 0.499
Cl 8.038075 4.618094 3.007872 -0.073 0.026 0.031 -0.164
Cl 8.417767 2.414400 1.123235 -0.042 -0.087 -0.080 -0.144
H 6.503725 2.967272 2.353813 0.082 -0.029 0.047 -0.309
H 6.822403 4.140053 1.054115 0.086 0.022 -0.036 0.080
C -2.998448 -0.261523 -6.969486 -0.080 0.004 -0.166 -0.226
Cl -2.527921 1.311111 -7.607057 0.037 -0.001 -0.009 -0.136
Cl -2.640815 -0.400580 -5.238884 0.241 -0.071 -0.182 -0.047
H -4.065623 -0.389595 -7.112050 -0.018 0.061 0.068 0.142
H -2.451243 -1.032916 -7.497444 0.077 0.012 0.055 0.317
C 12.299007 -4.981241 -7.213776 0.078 -0.018 0.023 -0.210
Cl 11.061942 -3.719978 -7.135483 0.002 0.048 -0.070 -0.150
Cl 11.588975 -6.595047 -7.313296 0.037 -0.010 0.004 -0.147
H 12.907042 -4.813698 -8.094338 -0.068 -0.003 -0.049 0.288
H 12.906209 -4.923960 -6.318038 -0.067 -0.007 0.048 0.217
C -1.786180 2.419084 -2.320928 -0.097 0.214 -0.003 0.179
Cl -0.138357 3.058960 -2.363626 0.014 -0.048 -0.018 -0.119
Cl -1.805735 0.671122 -2.034075 -0.002 -0.058 0.085 -0.260
H -2.324369 2.909189 -1.515778 0.048 -0.041 0.061 -0.230
H -2.260876 2.620014 -3.273656 0.036 -0.084 -0.087 0.452
C -5.427428 4.937987 0.313944 -0.061 -0.002 -0.040 -0.417
Cl -5.611023 3.762470 1.624254 -0.029 -0.004 0.001 -0.121
Cl -3.723081 5.236477 -0.052753 -0.052 0.008 -0.175 -0.093
H -5.911707 4.548223 -0.573048 0.047 -0.078 -0.006 0.263
H -5.885951 5.871470 0.616545 0.056 0.005 0.077 0.390
C -6.255878 -7.333138 0.107894 -0.061 0.028 -0.131 0.217
Cl -5.479748 -7.495380 1.694025 -0.042 -0.023 0.061 -0.154
Cl -5.124219 -7.648862 -1.209832 -0.040 0.033 0.013 -0.156
H -7.067650 -8.047973 0.050347 0.056 -0.069 0.029 0.314
H -6.635506 -6.323417 0.011299 0.060 0.020 -0.006 -0.205
C -6.993362 3.248284 -7.299124 -0.074 0.004 0.011 -0.326
Cl -5.927381 4.269253 -6.328194 -0.009 0.048 -0.002 -0.145
Cl -6.167908 1.797668 -7.885631 -0.071 -0.027 -0.008 -0.119
H -7.835348 2.948484 -6.686920 0.057 -0.064 0.050 0.251
H -7.332850 3.816260 -8.156599 0.084 0.018 -0.024 0.344
C -4.305864 -4.616403 3.303569 -0.090 -0.194 0.239 -0.493
Cl -3.765650 -3.015465 2.750403 -0.595 -1.234 0.193 0.228
Cl -4.055976 -4.823962 5.040292 -0.086 -0.171 0.007 -0.119
H -5.361680 -4.721043 3.088082 -0.019 0.092 -0.018 0.440
H -3.739184 -5.373658 2.777455 0.048 0.000 -0.025 0.254
C -9.361608 -3.183652 -5.884003 -0.052 -0.099 -0.076 -0.415
Cl -8.324255 -2.180343 -4.856432 -0.004 0.235 -0.025 -0.051
Cl -8.516813 -4.614264 -6.479173 -0.030 0.025 -0.025 -0.141
H -10.219314 -3.500050 -5.302469 0.064 -0.040 0.073 0.285
H -9.677253 -2.590581 -6.733476 0.071 0.032 -0.006 0.341
C -3.912603 -2.856376 8.500932 -0.061 -0.074 -0.233 -0.133
Cl -3.010418 -1.343200 8.616626 -0.108 0.188 0.305 -0.177
Cl -2.834176 -4.253076 8.571577 -0.039 -0.073 -0.027 -0.144
H -4.632037 -2.920743 9.308001 0.110 0.061 0.100 0.335
H -4.419102 -2.861757 7.542230 0.009 -0.053 -0.018 0.127
C 7.661877 6.035832 -3.540418 -0.009 -0.023 -0.121 -0.244
Cl 8.022140 7.640478 -4.183150 -0.033 -0.048 0.011 -0.131
Cl 8.107837 5.896209 -1.832154 0.018 -0.051 0.051 -0.134
H 6.598205 5.848485 -3.639468 -0.015 0.043 0.066 0.182
H 8.226101 5.301366 -4.102109 0.060 0.014 0.035 0.340